Here is C37H31ClF6NO6PS6W as an isolated structure from the Open Molecules 2025 dataset. Energies are from ωB97M-V/def2-TZVPD.

Element x y z (Å)
W (0.41531, 0.77911, -0.80783)
F (6.06516, 2.31992, -1.03186)
C (5.35429, 1.46660, -0.33042)
F (5.57132, 0.23361, -0.75686)
F (5.65046, 1.56337, 0.95200)
S (3.52397, 1.81722, -0.53768)
O (2.91087, 1.69398, 0.76697)
O (2.97705, 0.89122, -1.52590)
N (3.53193, 3.28171, -1.12142)
S (2.16962, 3.68665, -1.76995)
O (2.12502, 3.82982, -3.18061)
O (1.05504, 2.87581, -1.18495)
C (1.88545, 5.36289, -1.04654)
F (2.69914, 6.21051, -1.63522)
F (2.11553, 5.35088, 0.26161)
F (0.62098, 5.70377, -1.26615)
Cl (-1.16630, 2.02504, -2.44696)
C (-2.82773, 1.80732, -1.89003)
C (-3.78028, 2.59772, -2.50439)
C (-5.11091, 2.38313, -2.17989)
C (-5.45751, 1.37010, -1.29516)
C (-4.47541, 0.59574, -0.70187)
C (-3.12051, 0.83298, -0.95363)
P (-1.82466, -0.24033, -0.26532)
C (-2.32179, -1.82861, -0.97296)
C (-2.56452, -2.94043, -0.17303)
C (-3.07909, -4.09627, -0.74782)
C (-3.34307, -4.14401, -2.10635)
C (-3.08747, -3.03732, -2.90922)
C (-2.58026, -1.88200, -2.34588)
C (-2.03015, -0.39008, 1.53024)
C (-1.03618, -1.10736, 2.20054)
C (-1.13977, -1.34410, 3.56227)
C (-2.23510, -0.86540, 4.27074)
C (-3.21146, -0.13052, 3.61499)
C (-3.10952, 0.11299, 2.25103)
H (-3.49341, 3.34706, -3.22937)
H (-5.87568, 2.98900, -2.64607)
H (-6.49811, 1.17032, -1.07990)
H (-4.76478, -0.22950, -0.06489)
H (-2.36860, -2.91018, 0.89006)
H (-3.27834, -4.95775, -0.12451)
H (-3.75519, -5.04330, -2.54487)
H (-3.29466, -3.07460, -3.97025)
H (-2.41069, -1.01419, -2.97319)
H (-0.18644, -1.49993, 1.65562)
H (-0.37061, -1.91252, 4.06887)
H (-2.32413, -1.06151, 5.33091)
H (-4.05964, 0.25820, 4.16284)
H (-3.87293, 0.71121, 1.77686)
O (-0.25000, 1.78891, 0.83214)
S (0.19005, 3.14602, 1.51757)
C (1.16070, 2.58705, 2.95160)
C (0.31863, 2.85002, 4.20016)
C (-1.13876, 2.69244, 3.78160)
C (-1.27184, 3.50789, 2.50229)
H (2.12260, 3.09293, 2.91928)
H (1.31836, 1.52647, 2.75662)
H (0.50169, 3.85829, 4.57449)
H (0.59911, 2.15183, 4.98770)
H (-1.83007, 3.05381, 4.54178)
H (-1.36982, 1.64530, 3.57951)
H (-1.23209, 4.58363, 2.69013)
H (-2.13631, 3.28788, 1.87601)
O (1.17959, -0.77190, -0.27177)
C (1.84101, -1.94225, -0.91333)
C (1.97036, -1.52383, -2.36341)
C (3.00010, -1.48191, -3.22150)
C (2.75628, -0.63380, -4.36351)
C (1.57563, 0.00574, -4.32213)
S (0.62798, -0.56675, -2.97271)
C (3.14777, -2.12904, -0.18462)
C (3.50950, -1.57202, 1.00487)
C (4.74376, -2.08655, 1.49349)
C (5.27269, -3.02822, 0.67138)
S (4.28123, -3.31653, -0.69213)
C (0.96712, -3.15042, -0.71800)
C (0.79082, -3.83863, 0.45099)
C (-0.00149, -4.99898, 0.28352)
C (-0.38419, -5.17676, -1.01380)
S (0.21633, -3.95464, -2.03487)
H (3.94865, -1.96544, -3.03884)
H (3.47058, -0.50610, -5.16409)
H (1.13513, 0.66152, -5.05620)
H (2.92651, -0.81785, 1.51040)
H (5.21499, -1.76285, 2.40956)
H (6.19787, -3.57059, 0.78213)
H (1.24754, -3.54420, 1.38650)
H (-0.25875, -5.68056, 1.08064)
H (-0.97554, -5.97784, -1.42807)

The LUMO energy (spin up / spin down) comes out at -6.340 / -6.349 eV. For the HOMO-LUMO gap (spin up / spin down), the calculation gives 6.85 / 6.84 eV. Its maximum force is 0.0068 hartree/bohr. Its net charge is +2.



Here is C37H31FeNP as an isolated structure from the Open Molecules 2025 dataset. Energies are from ωB97M-V/def2-TZVPD.

Element x y z (Å)
C (-1.36306, -5.10914, -3.18957)
C (-0.48065, -5.14872, -2.10559)
C (0.19478, -3.99268, -1.70392)
C (0.00759, -2.78627, -2.40313)
P (0.98470, -1.34094, -1.92785)
C (2.50738, -1.35114, -2.89395)
C (3.41868, -0.29636, -2.71194)
C (4.60071, -0.25765, -3.45712)
C (4.89774, -1.28629, -4.35630)
C (4.00201, -2.34573, -4.52545)
C (2.80942, -2.38474, -3.79644)
C (0.05765, 0.13166, -2.42589)
C (-0.83113, 0.70987, -1.50354)
C (-1.58907, 1.82311, -1.86865)
C (-1.45588, 2.37997, -3.14449)
C (-0.54566, 1.83047, -4.05093)
C (0.21520, 0.71133, -3.69588)
C (1.33834, -1.30375, -0.22135)
C (2.62882, -1.16324, 0.29031)
N (3.67689, -1.05241, 0.83023)
C (-0.90477, -2.74258, -3.47197)
C (-1.56970, -3.90681, -3.87092)
H (-1.88881, -6.01329, -3.49984)
H (-0.31012, -6.08513, -1.57227)
H (0.87718, -4.01709, -0.85249)
H (3.20024, 0.49197, -1.98860)
H (5.29236, 0.57626, -3.32605)
H (5.83089, -1.26342, -4.92160)
H (4.23083, -3.15005, -5.22664)
H (2.11461, -3.21562, -3.92601)
H (-0.92441, 0.27875, -0.50501)
H (-2.29199, 2.25336, -1.15374)
H (-2.06212, 3.24078, -3.42691)
H (-0.42822, 2.27062, -5.04168)
H (0.92978, 0.29007, -4.40503)
H (0.52117, -1.44668, 0.49020)
H (-1.08491, -1.80346, -3.99576)
H (-2.25071, -3.87318, -4.72255)
C (0.85476, 4.09445, 4.89269)
C (-0.12028, 4.16166, 3.81695)
C (0.43335, 3.47585, 2.66312)
C (1.75050, 2.97981, 3.02446)
C (2.01289, 3.36489, 4.40253)
Fe (0.37758, 2.28729, 4.25860)
C (0.89033, 0.41868, 4.73060)
C (0.33194, 1.13037, 5.87674)
C (-0.96601, 1.62954, 5.50767)
C (-1.28084, 1.16972, 4.14033)
C (-2.43720, 1.51268, 3.39402)
C (-2.93558, 0.78162, 2.29317)
C (-3.83629, 1.41134, 1.38661)
C (-4.34033, 0.71808, 0.29684)
C (-4.00037, -0.62625, 0.09106)
C (-3.14185, -1.27533, 0.98788)
C (-2.60183, -0.58831, 2.06972)
C (-0.07012, 0.46676, 3.66313)
H (0.77439, 4.58786, 5.85543)
H (-1.05220, 4.71900, 3.84432)
H (-0.01439, 3.43225, 1.67009)
H (2.46005, 2.49993, 2.35234)
H (2.94902, 3.22426, 4.93715)
H (1.85165, -0.10009, 4.68865)
H (0.79276, 1.22559, 6.85722)
H (-1.68266, 2.15225, 6.13633)
H (-2.96224, 2.41872, 3.70205)
H (-4.10010, 2.45426, 1.57494)
H (-5.01230, 1.22713, -0.39568)
H (-4.42135, -1.16907, -0.75758)
H (-2.90190, -2.32997, 0.84914)
H (-1.95663, -1.10352, 2.78380)
H (-0.00052, -0.00326, 2.68401)

The LUMO energy (spin up / spin down) comes out at 2.113 / 2.113 eV. Its energy relative to the best compared isomer or geometry (same formula, charge and spin) is 0.0 kcal per mole. For the HOMO-LUMO gap (spin up / spin down), the calculation gives 3.32 / 4.63 eV. The multiplicity is 5. Its maximum force is 0.0515 hartree/bohr. Its net charge is -1. The expectation value of S² is 6.13.



Here is C37H31N10O3SV as an isolated structure from the Open Molecules 2025 dataset. Energies are from ωB97M-V/def2-TZVPD.

Element x y z (Å)
V (-0.07912, 0.31187, -0.08722)
C (-1.96793, 2.31047, 4.67505)
C (-0.82197, 2.99731, 4.29615)
C (0.04583, 2.44872, 3.36846)
C (-0.22244, 1.19979, 2.80964)
C (-1.36802, 0.51398, 3.19446)
C (-2.23648, 1.06762, 4.11908)
N (0.60143, 0.66480, 1.79822)
C (1.91353, 0.49864, 1.97960)
C (2.59803, 0.59217, 3.22458)
C (3.94227, 0.38619, 3.27918)
C (4.71542, 0.09105, 2.12069)
C (4.10172, -0.00055, 0.91233)
C (2.70330, 0.19811, 0.82956)
N (1.99650, 0.20139, -0.32112)
N (2.55516, 0.00221, -1.44714)
C (1.64518, 0.15879, -2.47466)
C (2.08867, 0.12715, -3.79508)
C (1.18671, 0.38649, -4.80249)
C (-0.14050, 0.66663, -4.48003)
C (-0.51326, 0.64206, -3.15410)
N (0.34752, 0.36236, -2.16998)
H (-2.65207, 2.74494, 5.39183)
H (-0.61264, 3.97359, 4.71600)
H (0.92786, 2.98930, 3.04198)
H (-1.57379, -0.45092, 2.74447)
H (-3.13326, 0.53108, 4.40048)
H (2.03123, 0.79702, 4.12129)
H (4.44072, 0.44432, 4.23897)
H (5.78340, -0.05265, 2.20757)
H (4.64190, -0.21077, -0.00012)
H (3.13551, -0.06152, -3.98191)
H (1.50901, 0.38842, -5.83546)
H (-0.86948, 0.89229, -5.24466)
H (-1.53428, 0.84244, -2.85027)
O (-2.24492, 2.55454, 0.93923)
C (-1.29123, 3.05397, 0.38511)
N (-1.04590, 4.40883, 0.27653)
C (0.08247, 4.66914, -0.60030)
C (0.56823, 3.22073, -0.86536)
O (1.55947, 2.95394, -1.51974)
N (-0.27217, 2.35307, -0.25327)
C (-0.37870, 5.36412, -1.87632)
C (-0.78587, 6.69435, -1.79111)
C (-1.28700, 7.35275, -2.90166)
C (-1.37663, 6.69131, -4.11996)
C (-0.96056, 5.37370, -4.21559)
C (-0.46329, 4.71083, -3.09946)
C (1.20677, 5.42711, 0.09304)
C (1.20779, 5.61123, 1.46976)
C (2.27277, 6.25370, 2.08931)
C (3.34489, 6.70898, 1.33833)
C (3.34988, 6.52022, -0.03781)
C (2.28686, 5.88390, -0.65763)
H (-1.82993, 5.03919, 0.31301)
H (-0.69444, 7.21967, -0.84662)
H (-1.60049, 8.38533, -2.81676)
H (-1.76411, 7.20604, -4.98967)
H (-1.01750, 4.85525, -5.16457)
H (-0.12111, 3.68816, -3.18813)
H (0.36825, 5.25095, 2.05034)
H (2.26066, 6.39717, 3.16253)
H (4.17407, 7.20969, 1.82167)
H (4.18626, 6.86927, -0.62988)
H (2.29255, 5.72734, -1.72868)
S (-4.25034, -1.83046, -0.65773)
C (-2.97037, -0.87547, -0.52732)
N (-2.00081, -0.20881, -0.48774)
C (-0.66632, -5.25573, -1.06809)
N (-0.14060, -4.10171, -0.37050)
C (0.44543, -4.12568, 0.94545)
C (0.66162, -2.63661, 1.20988)
O (1.15770, -2.20917, 2.21749)
N (0.17946, -1.91486, 0.11593)
C (-0.27674, -2.82845, -0.75768)
N (-0.78471, -2.54098, -1.96510)
H (-0.33094, -6.14905, -0.54876)
H (-0.28866, -5.29752, -2.09107)
H (-1.75937, -5.25022, -1.08152)
H (1.39766, -4.65790, 0.96974)
H (-0.22306, -4.54612, 1.69892)
H (-1.11128, -1.59077, -2.07012)
H (-1.37846, -3.23644, -2.38809)

The LUMO energy (spin up / spin down) comes out at -1.151 / -1.423 eV. For the HOMO-LUMO gap (spin up / spin down), the calculation gives 6.15 / 5.86 eV. The multiplicity is 3. Its maximum force is 0.0096 hartree/bohr. Its net charge is 0. The expectation value of S² is 2.02.